{"formula": "C32H29F6N5O7PSSbTl", "method": "ωB97M-V/def2-TZVPD", "species": ["Tl", "Sb", "S", "P", "F", "F", "F", "F", "F", "F", "O", "O", "O", "O", "O", "O", "O", "N", "N", "N", "N", "N", "C", "C", "C", "C", "C", "C", "C", "C", "C", "C", "C", "C", "C", "C", "C", "C", "C", "C", "C", "C", "C", "C", "C", "C", "C", "C", "C", "C", "C", "C", "C", "C", "H", "H", "H", "H", "H", "H", "H", "H", "H", "H", "H", "H", "H", "H", "H", "H", "H", "H", "H", "H", "H", "H", "H", "H", "H", "H", "H", "H", "H"], "positions_angstrom": [[0.681, -0.509, -0.534], [-1.416, -1.059, 1.875], [-2.113, -1.369, -2.339], [3.706, -3.842, -0.609], [4.649, -5.102, -0.981], [2.740, -2.577, -0.216], [3.576, -4.383, 0.919], [3.807, -3.288, -2.119], [4.995, -2.968, -0.184], [2.387, -4.698, -1.016], [1.643, 0.383, -2.364], [5.487, 4.599, 1.952], [0.566, -2.814, -2.632], [5.611, 5.006, -0.273], [-1.331, -0.209, -2.828], [1.280, -3.512, -4.553], [2.952, 1.911, -3.338], [1.646, -1.390, 2.261], [1.367, -3.061, -3.463], [2.429, 1.158, 0.064], [-2.976, 1.464, -1.339], [-0.466, 1.680, 1.129], [-2.967, -2.048, -3.764], [2.760, 1.530, 1.303], [5.225, 4.396, 0.744], [-3.693, -2.105, -0.395], [-3.172, 1.709, -2.653], [-4.246, 1.252, -3.375], [-0.785, 0.976, 2.219], [0.465, -1.993, 2.402], [4.254, 3.213, 0.481], [-2.197, 2.677, -3.254], [3.915, 2.801, -0.801], [-4.354, -2.290, 0.775], [-5.171, 0.256, -2.939], [-4.845, -1.310, 1.665], [4.060, -1.326, 2.440], [-0.134, 3.602, 2.488], [2.998, 1.774, -0.973], [0.333, -3.243, 2.995], [-3.370, 0.452, -0.640], [1.477, -3.886, 3.460], [-0.818, 1.540, 3.485], [-0.466, 2.881, 3.616], [-3.649, -0.893, -1.292], [3.660, 2.546, 1.551], [0.163, 3.717, -0.016], [-3.629, 0.700, 0.757], [2.748, -2.006, 2.685], [-4.955, -0.681, -1.989], [2.692, -3.258, 3.307], [-4.447, 0.018, 1.647], [2.513, 1.330, -2.353], [-0.157, 2.970, 1.243], [-2.584, 3.120, -4.172], [0.148, 4.645, 2.553], [-4.431, -3.320, 1.115], [4.890, -1.951, 2.767], [-1.275, 2.137, -3.486], [-1.953, 3.462, -2.538], [-2.178, -2.436, -4.407], [-6.146, 0.245, -3.421], [3.612, -3.741, 3.604], [-4.449, 1.750, -4.316], [-0.542, 4.540, -0.154], [-4.767, 0.612, 2.499], [-0.643, -3.707, 3.089], [4.103, -0.367, 2.958], [1.417, -4.870, 3.909], [4.340, 3.295, -1.663], [4.176, -1.137, 1.373], [-3.400, 1.727, 1.019], [-5.770, -1.318, -1.664], [2.258, 0.997, 2.103], [0.098, 3.052, -0.874], [-3.636, -2.850, -3.453], [1.171, 4.138, 0.030], [-5.456, -1.645, 2.494], [-3.261, -3.000, -0.839], [3.917, 2.854, 2.556], [-3.521, -1.253, -4.260], [-1.092, 0.950, 4.351], [-0.452, 3.352, 4.591]], "total_charge": -2, "e_lumo_ha": [0.0821, 0.0822], "spin_multiplicity": 2, "homo_energy_ev": [-2.75, -2.75], "total_energy_ev": -103100.5104, "relative_energy_kj_mol": 285.1}

=====

{"formula": "BrI3Si", "method": "ωB97M-V/def2-TZVPD", "species": ["I", "I", "I", "Br", "Si"], "positions_angstrom": [[0.568, -2.023, 1.192], [-3.569, -1.153, -0.880], [1.065, 2.286, 1.812], [-0.035, 0.646, -1.460], [-0.098, 0.393, 0.868]], "e_lumo_ha": [-0.0927, -0.1199], "spin_multiplicity": 1, "homo_energy_ev": [-10.03, -8.48], "total_energy_ev": -102223.2480, "relative_energy_kj_mol": 157.1}

=====

{"formula": "C35H45N5O6PbS2", "method": "ωB97M-V/def2-TZVPD", "species": ["Pb", "S", "S", "O", "O", "O", "O", "O", "O", "N", "N", "N", "N", "N", "C", "C", "C", "C", "C", "C", "C", "C", "C", "C", "C", "C", "C", "C", "C", "C", "C", "C", "C", "C", "C", "C", "C", "C", "C", "C", "C", "C", "C", "C", "C", "C", "C", "C", "C", "H", "H", "H", "H", "H", "H", "H", "H", "H", "H", "H", "H", "H", "H", "H", "H", "H", "H", "H", "H", "H", "H", "H", "H", "H", "H", "H", "H", "H", "H", "H", "H", "H", "H", "H", "H", "H", "H", "H", "H", "H", "H", "H", "H", "H"], "positions_angstrom": [[-0.178, 0.197, 0.024], [-1.872, -1.757, 1.315], [0.209, -0.862, -3.887], [-1.040, -1.206, -3.274], [-1.526, 3.103, 3.138], [1.076, 0.017, -3.171], [1.159, -2.556, -3.461], [2.829, -2.281, 2.384], [0.321, -0.929, -5.298], [-1.173, 2.032, 1.123], [1.837, -1.170, 0.620], [0.356, 0.237, 2.350], [-4.007, -3.104, 0.584], [-2.833, -2.165, -1.148], [-2.259, 5.239, -1.375], [4.844, 1.287, -0.263], [1.181, -3.430, -1.115], [-4.192, 1.905, 1.643], [-5.110, -2.874, -1.562], [-0.255, 0.980, 4.511], [-4.034, 2.284, 0.171], [5.061, -1.630, -1.132], [2.538, -2.769, -1.111], [1.279, -0.845, 4.237], [2.816, -1.683, -0.263], [-3.724, -2.708, -2.162], [0.778, 4.049, 0.555], [1.061, 5.230, 1.483], [-2.961, -2.382, 0.164], [0.547, -0.006, 5.064], [4.434, 0.082, 0.588], [-2.902, 3.241, -0.159], [2.021, -1.485, 1.905], [-0.984, 5.150, -0.844], [-1.598, 3.146, 0.345], [0.597, -3.527, -2.530], [4.800, -2.710, -1.961], [1.161, -0.687, 2.867], [1.220, -4.827, -0.490], [-3.981, 1.036, -0.706], [3.538, -3.276, -1.943], [4.096, -1.110, -0.280], [-5.010, -3.698, -0.291], [-1.101, 2.182, 2.446], [-0.636, 4.114, 0.012], [1.813, 3.958, -0.569], [-3.202, 4.290, -1.027], [5.509, -0.265, 1.616], [-0.329, 1.070, 3.132], [0.621, -0.105, 6.139], [-2.518, 6.046, -2.048], [6.047, -1.181, -1.143], [1.881, -5.489, -1.052], [-4.106, 2.776, 2.290], [-4.058, -3.248, 1.578], [2.818, 3.864, -0.154], [1.796, 4.850, -1.199], [0.340, 5.257, 2.299], [1.949, -1.605, 4.611], [0.783, -4.507, -2.978], [6.441, -0.549, 1.121], [-5.176, 1.456, 1.796], [-4.943, 2.831, -0.103], [1.629, 3.097, -1.215], [0.999, 6.176, 0.939], [2.064, 5.153, 1.906], [4.077, 1.534, -0.999], [-5.959, -3.705, 0.245], [5.776, 1.099, -0.800], [-3.172, 0.384, -0.379], [-5.522, -1.891, -1.329], [-3.734, -2.017, -3.002], [-2.038, -1.619, -1.443], [0.225, -5.279, -0.471], [0.871, 3.139, 1.151], [-4.912, 0.467, -0.621], [1.585, -4.768, 0.534], [5.185, -1.093, 2.247], [5.571, -3.109, -2.606], [3.529, 0.367, 1.127], [-3.820, 1.285, -1.756], [0.518, -2.827, -0.491], [5.000, 2.160, 0.373], [-0.244, 5.899, -1.102], [-0.472, -3.344, -2.538], [-0.812, 1.691, 5.103], [-4.209, 4.365, -1.422], [-3.445, 1.177, 1.955], [-3.342, -3.671, -2.519], [-5.773, -3.363, -2.275], [3.326, -4.136, -2.572], [5.720, 0.599, 2.248], [2.075, -2.318, -3.179], [-4.744, -4.734, -0.520]], "e_lumo_ha": -0.0039, "spin_multiplicity": 1, "homo_energy_ev": -8.00, "total_energy_ev": -83682.3120, "relative_energy_kj_mol": 0.0}